[1]
DFT (ωB97M-V/def2-TZVPD) results for a molecular structure, C2H3FO3 at a distorted geometry.

Cartesian coordinates (Å):
1 C 0.584 -0.552 -0.400
2 C -1.625 0.240 -0.171
3 O 0.857 -1.593 -0.854
4 O 2.313 0.782 0.604
5 O 0.684 0.471 0.184
6 F -1.812 0.754 1.064
7 H -2.171 -0.709 -0.090
8 H -1.421 0.779 -1.047
9 H 2.590 -0.172 0.710

For the energy above the lowest of the compared OMol25 structures with the same formula, charge and spin, the calculation gives 157.5 kcal per mole. For the largest force on an atom, the calculation gives 0.088 Eh/bohr. The calculation puts the HOMO energy (alpha / beta) at -8.42 / -8.42 eV. As for the lowest unoccupied orbital energy (alpha / beta): -1.531 / -1.531 eV.

Atom charges from the Löwdin analysis, given in e for atoms 1 to 8: number 1, C, carries -0.4492; number 2, C, carries 0.0472; number 3, O, carries 0.1973; number 4, O, carries -0.0866; number 5, O, carries 0.0792; number 6, F, carries -0.0091; number 7, H, carries 0.1014; number 8, H, carries 0.0676

---

[2]
DFT (ωB97M-V/def2-TZVPD) results for a single C18H21N3O3 molecule.

Cartesian coordinates (Å):
1 C 4.712 2.650 -2.820
2 O 3.867 1.540 -2.644
3 C 4.159 0.650 -1.646
4 C 5.224 0.759 -0.769
5 C 5.433 -0.211 0.201
6 C 4.594 -1.304 0.283
7 C 3.528 -1.428 -0.593
8 C 3.281 -0.451 -1.547
9 N 2.240 -0.524 -2.470
10 C 0.961 -1.004 -2.344
11 O 0.208 -1.013 -3.300
12 N 0.617 -1.501 -1.114
13 C -0.774 -1.775 -0.855
14 C -1.284 -0.856 0.256
15 O -0.524 -0.190 0.926
16 N -2.627 -0.897 0.412
17 C -3.380 -0.117 1.326
18 C -3.141 -0.201 2.699
19 C -2.100 -1.119 3.254
20 C -3.911 0.584 3.549
21 C -4.900 1.411 3.056
22 C -5.141 1.467 1.695
23 C -4.385 0.709 0.814
24 C -4.630 0.776 -0.664
25 H 5.737 2.341 -3.054
26 H 4.301 3.202 -3.663
27 H 4.718 3.294 -1.935
28 H 5.897 1.599 -0.825
29 H 6.263 -0.107 0.883
30 H 4.768 -2.069 1.024
31 H 2.899 -2.303 -0.556
32 H 2.392 0.002 -3.320
33 H 1.093 -1.099 -0.313
34 H -0.897 -2.818 -0.534
35 H -1.328 -1.622 -1.787
36 H -3.161 -1.355 -0.312
37 H -2.158 -2.099 2.781
38 H -2.224 -1.234 4.327
39 H -1.107 -0.716 3.056
40 H -3.732 0.534 4.613
41 H -5.490 2.011 3.733
42 H -5.917 2.111 1.309
43 H -5.041 -0.165 -1.034
44 H -5.339 1.566 -0.895
45 H -3.702 0.975 -1.201

For the energy above the lowest of the compared OMol25 structures with the same formula, charge and spin, the calculation gives 8.0 kcal per mole. For the largest force on an atom, the calculation gives 0.012 Eh/bohr. The calculation puts the HOMO energy at -8.17 eV. As for the lowest unoccupied orbital energy: 0.705 eV. As for the SMILES: COc1ccccc1NC(=O)NCC(=O)Nc1c(C)cccc1C.

Atom charges from the Löwdin analysis, given in e for atoms 1 to 8: number 1, C, carries -0.0819; number 2, O, carries -0.0892; number 3, C, carries -0.2075; number 4, C, carries -0.0247; number 5, C, carries -0.0923; number 6, C, carries -0.0911; number 7, C, carries -0.0304; number 8, C, carries -0.1668